1) {"formula": "C48H135N9O21", "method": "the ωB97M-V functional and the def2-TZVPD basis", "species": ["C", "C", "C", "H", "O", "H", "O", "H", "H", "H", "H", "H", "H", "H", "C", "H", "N", "H", "C", "H", "O", "H", "C", "H", "H", "H", "C", "H", "H", "H", "H", "H", "H", "H", "H", "H", "H", "H", "H", "H", "H", "C", "O", "N", "H", "H", "H", "H", "C", "H", "H", "H", "O", "H", "H", "H", "O", "H", "H", "C", "H", "O", "H", "H", "H", "H", "H", "O", "O", "H", "C", "C", "H", "C", "H", "H", "H", "C", "H", "H", "H", "C", "H", "C", "H", "H", "C", "H", "H", "H", "H", "C", "H", "H", "H", "H", "H", "C", "H", "H", "O", "H", "N", "C", "H", "O", "C", "H", "C", "H", "H", "H", "H", "H", "H", "H", "H", "H", "H", "H", "H", "C", "H", "C", "N", "C", "N", "C", "C", "H", "H", "C", "H", "H", "O", "C", "N", "H", "H", "O", "O", "C", "C", "C", "C", "C", "H", "C", "H", "H", "H", "C", "O", "C", "H", "C", "H", "C", "N", "H", "C", "H", "H", "H", "O", "H", "H", "C", "H", "H", "N", "H", "H", "H", "H", "H", "C", "H", "O", "C", "C", "H", "H", "H", "O", "H", "O", "H", "H", "H", "H", "H", "H", "C", "H", "H", "H", "H", "H", "H", "H", "C", "H", "H", "H", "C", "H", "H", "H", "N", "C", "O", "O"], "xyz": [[-3.279, -0.520, 5.093], [4.439, -3.794, -1.454], [-0.175, -2.766, 0.323], [2.774, -3.723, 1.801], [-1.901, 4.530, 3.252], [-6.631, -0.194, -3.337], [7.049, -0.860, 1.091], [0.042, -5.843, 2.316], [-6.308, -1.324, -2.047], [-2.092, 7.429, 1.195], [1.034, -0.427, 0.696], [-2.240, 2.382, 3.135], [-3.980, 3.252, -2.029], [-4.036, -1.282, 0.885], [-0.167, 5.948, 4.399], [-3.333, 8.607, 1.156], [6.862, -6.121, 3.337], [0.972, 0.482, 4.797], [-4.814, 0.726, 3.748], [-4.692, -2.389, -4.137], [-3.622, 0.718, 4.483], [-4.842, 2.418, -0.738], [5.316, 2.933, 3.245], [-3.614, -1.662, -1.973], [-3.001, -0.453, 1.923], [0.779, -2.588, -4.894], [-1.826, -2.568, -3.941], [1.839, 6.815, 3.885], [-1.008, 2.691, -7.564], [-4.047, 0.374, 0.832], [4.108, 0.926, 4.089], [-2.292, -0.557, 5.554], [-4.848, 1.680, 3.222], [6.759, -6.279, 4.329], [3.007, 1.796, 1.667], [0.711, -5.764, 5.849], [3.555, -0.142, -4.622], [6.929, -5.438, 0.762], [-5.105, -3.660, -3.028], [0.125, 2.749, -0.858], [1.446, 6.823, 5.532], [-2.945, 7.754, 0.599], [0.573, -6.018, 4.933], [-6.434, -0.150, 1.984], [1.804, -6.790, -2.826], [-0.565, -6.300, -0.022], [-0.256, 5.941, -1.504], [5.535, 3.469, 4.168], [3.307, 0.763, -4.068], [-2.529, -6.824, 1.048], [7.969, -3.986, 1.042], [1.259, 1.882, -1.139], [-0.643, -2.689, -3.160], [-3.392, 5.606, -1.427], [0.406, 0.225, 3.100], [-1.362, -4.823, 2.488], [3.952, 2.790, 3.124], [-1.733, 3.016, 1.623], [6.676, 1.117, 1.275], [5.799, -4.023, 3.071], [-8.073, 0.207, -1.481], [-4.412, 4.338, -0.219], [4.245, -4.514, -0.659], [-5.133, -1.293, 3.050], [0.348, -3.232, -0.512], [-2.514, -4.183, -2.822], [-2.518, 8.238, -0.280], [4.621, -4.526, 2.349], [-1.835, 3.921, -4.569], [1.662, 0.205, -2.762], [0.675, 5.397, -1.668], [7.116, -4.744, 2.862], [-1.902, 1.411, -2.071], [0.531, -2.252, -3.888], [1.393, 3.825, -2.918], [-3.156, -1.330, 4.374], [-1.658, -3.100, -4.877], [2.090, 1.263, 3.369], [-3.431, 5.926, 2.286], [3.365, -4.639, -3.024], [5.619, 3.750, 2.589], [-2.258, 3.294, 2.537], [-4.077, -0.773, 5.791], [-0.925, -6.624, -0.999], [3.266, -0.350, -2.104], [-1.446, -0.278, -2.186], [1.124, 7.424, -4.777], [0.535, 4.359, 0.337], [-7.124, -0.308, 2.704], [-4.043, -8.275, -1.809], [0.952, -0.946, -0.980], [3.381, 1.731, 3.989], [-6.488, 0.755, 1.540], [-1.999, -1.563, -4.325], [5.786, 0.007, 2.263], [-1.238, -5.669, -1.421], [2.232, 5.958, -3.217], [0.362, -0.550, -0.154], [7.893, -4.398, 3.544], [3.774, 2.082, -2.196], [-2.210, 1.388, -6.544], [-0.048, 4.952, 2.549], [-4.246, 6.204, 1.758], [-1.077, 0.714, -1.924], [5.583, -3.942, 4.136], [-1.681, -6.818, 2.940], [4.983, 0.222, 0.225], [4.473, -6.273, -2.734], [1.212, 4.935, -0.295], [-1.163, -5.036, 5.005], [0.578, -1.173, -3.737], [-1.878, -8.477, -0.578], [8.504, -5.592, 1.198], [0.229, -4.256, 4.215], [-6.982, 2.470, -1.353], [4.453, 1.171, 0.304], [2.139, 4.363, -0.322], [-0.532, 6.745, 3.752], [3.428, -2.247, -0.645], [4.611, -3.646, -3.682], [-3.176, 2.700, -0.507], [1.043, -6.262, -2.252], [1.364, 2.072, 3.291], [1.393, 6.181, 4.652], [-3.090, -6.989, 0.224], [-5.126, -0.291, 2.621], [2.435, 1.034, 2.002], [-0.511, 4.684, 3.499], [-3.192, -7.641, -2.055], [-3.327, 3.433, 2.380], [5.248, 0.070, -0.822], [-3.887, 6.611, 0.378], [-3.440, -6.042, 0.177], [-0.344, 0.929, -2.702], [3.305, -2.907, -1.331], [7.648, -4.955, 1.424], [0.536, 4.150, -2.493], [0.697, -5.645, -3.081], [-1.135, -7.595, 3.080], [0.533, 6.601, -3.719], [3.017, 1.580, -1.885], [6.114, 0.184, 1.239], [-2.222, -7.480, -0.854], [4.409, -4.360, -2.884], [1.402, 6.341, -2.623], [-0.464, 0.778, -0.530], [-2.545, 3.326, -7.041], [3.413, -3.814, 2.679], [-4.844, 6.927, -0.036], [-2.274, -2.344, -1.305], [-2.555, -8.103, -2.809], [1.239, 0.137, 3.798], [-4.781, -0.049, -2.334], [-7.068, 0.625, -1.417], [0.536, -2.629, 1.138], [-1.714, 2.691, -6.733], [1.540, -5.746, -1.430], [-2.978, -3.223, -3.047], [-3.131, -2.533, -1.805], [-4.669, 5.310, 1.554], [-4.330, -3.329, -3.719], [-2.822, 1.207, -7.261], [5.922, 2.037, 3.117], [-4.349, -4.095, -4.494], [2.246, 1.392, -4.838], [1.648, 0.663, -5.021], [0.572, 7.293, -5.708], [-6.191, -0.282, -2.343], [3.659, -2.813, 3.034], [-1.275, 0.954, 0.177], [0.487, 1.882, -0.488], [-4.509, 0.496, -3.076], [1.570, 1.070, 1.482], [-0.743, 4.848, 5.937], [5.412, -3.338, -1.275], [3.079, 2.108, 4.967], [-4.065, 3.153, -0.947], [1.430, -2.502, -3.323], [-0.671, -1.491, 0.034], [-0.820, -5.645, 2.954], [2.722, 0.429, -2.639], [6.207, -6.661, 2.790], [-0.048, 3.763, 3.853], [-2.393, 5.091, -0.095], [0.073, -7.218, -1.817], [-0.294, 4.097, -5.856], [5.049, -5.571, -3.045], [-6.705, 0.663, -0.390], [3.454, -0.417, 1.176], [-0.490, 2.529, -4.897], [5.935, -2.957, 2.891], [2.094, 5.347, 4.631], [4.254, 1.293, -3.961], [-0.961, 3.324, -5.475], [1.672, 7.256, -2.096], [1.383, 5.782, 0.369], [1.794, -0.781, 3.604], [-2.387, 3.176, -4.320], [2.156, 7.243, -5.078], [0.015, 4.544, -3.263], [-3.554, -6.690, -2.447], [-0.326, -5.188, 4.324], [6.557, -1.682, 1.031], [-1.914, 5.682, 5.293], [-5.692, 0.825, 4.386], [-3.406, 5.394, -0.358], [1.048, 8.439, -4.386], [2.904, -4.236, 3.546], [-1.000, -3.389, 0.669], [-0.953, 5.773, 5.590], [-4.030, -0.431, 1.566], [4.086, -0.787, 0.555], [-7.327, 1.868, -2.016]], "mulliken_charge": [-0.711, 0.094, -0.722, -0.032, -0.385, 0.401, -0.653, 0.176, 0.256, 0.132, -0.337, 0.354, 0.466, 0.471, 0.324, 0.353, -0.660, 0.556, -0.837, 0.353, -0.237, -0.552, -0.877, -0.144, 0.084, 0.464, -0.867, 0.349, 0.392, -0.338, 0.275, 0.294, 0.105, 0.211, 0.165, 0.321, 0.310, 0.174, 0.416, -0.594, 0.407, -1.340, -0.555, -0.539, 0.368, -0.217, -0.080, 0.354, -0.681, 0.148, 0.285, -0.851, 0.133, 0.695, 0.193, 0.195, -0.269, 0.013, 0.430, -0.316, 0.509, -0.548, 0.218, 0.259, 0.025, -0.474, 0.381, -0.363, -0.497, -1.965, 0.856, 0.183, -0.115, -0.419, -0.044, 0.208, 0.597, 1.237, 0.322, 0.039, 0.273, -0.264, 0.338, 1.106, -0.807, -0.781, -0.878, -0.106, 0.285, 0.403, -0.229, -1.035, 0.191, 0.242, 0.107, -0.596, 0.319, 0.384, 0.336, 0.309, -0.439, -0.145, -0.818, 1.015, 0.441, -0.609, -0.277, 0.353, -1.145, 0.410, -0.066, 0.325, 0.421, 0.144, 0.398, 0.003, 0.134, 0.331, -0.312, 0.345, -0.268, -0.614, -0.390, -1.375, -0.683, 0.336, 0.742, -0.121, -1.272, 0.028, 0.321, 0.319, 0.314, -0.533, 0.207, -1.138, 0.033, 0.248, 0.305, -0.269, -0.540, -0.602, 0.359, -0.525, -0.794, 0.730, 0.370, -0.377, 0.305, -0.149, 0.345, -1.293, 0.013, 0.031, 0.409, -0.785, 0.281, 1.161, 0.001, 0.324, -1.759, 0.274, 0.258, 0.431, -0.512, 0.304, 0.243, -0.600, 0.164, -0.152, 1.778, 0.035, -1.058, 0.283, 0.225, 0.479, 0.600, -0.091, 0.265, -0.066, 2.786, 0.220, 0.314, -0.317, -0.507, 0.365, -0.593, -0.304, -0.351, 0.046, 0.053, 0.189, 0.541, -0.052, 0.423, 0.631, 0.003, 0.289, 0.367, 0.087, 0.135, -0.347, 0.124, 0.381, 0.392, 0.023, 0.328, 0.412, 0.186, -0.865, -0.320, 0.987, -0.619], "lumo_ev": 0.236, "multiplicity": 1, "total_charge": 0, "mol_weight_g_mol": 1174.7}

2) {"formula": "C48H135N9O21", "method": "the ωB97M-V functional and the def2-TZVPD basis", "species": ["H", "H", "N", "H", "C", "H", "H", "H", "H", "H", "O", "H", "H", "N", "H", "C", "C", "H", "H", "H", "O", "H", "H", "H", "H", "H", "H", "C", "N", "H", "C", "C", "C", "O", "H", "H", "O", "H", "H", "H", "H", "H", "H", "C", "H", "H", "H", "H", "H", "H", "H", "C", "H", "H", "O", "H", "H", "C", "H", "C", "H", "H", "C", "H", "H", "H", "C", "H", "C", "O", "H", "O", "H", "H", "C", "O", "C", "H", "H", "H", "H", "H", "H", "H", "H", "O", "H", "H", "O", "H", "C", "C", "H", "C", "C", "C", "C", "H", "H", "H", "O", "H", "H", "H", "H", "H", "C", "H", "C", "C", "H", "N", "H", "H", "N", "H", "H", "C", "H", "H", "H", "H", "C", "H", "C", "O", "C", "C", "N", "H", "H", "H", "H", "O", "H", "H", "H", "H", "H", "H", "C", "H", "C", "C", "H", "H", "O", "H", "H", "H", "H", "H", "C", "H", "C", "H", "O", "H", "H", "H", "O", "H", "C", "C", "C", "H", "C", "H", "H", "H", "O", "H", "C", "H", "H", "H", "H", "H", "H", "O", "C", "H", "H", "N", "C", "H", "H", "H", "H", "C", "C", "H", "H", "H", "H", "H", "O", "H", "N", "C", "H", "C", "H", "C", "H", "H", "O", "H", "C", "H", "N", "O", "H"], "xyz": [[-3.566, 0.585, -3.194], [4.682, 4.072, 0.944], [-4.697, 2.334, -4.853], [7.038, 4.042, 5.869], [5.156, 3.639, -2.211], [-3.533, 2.765, -0.342], [2.282, 1.674, 3.321], [4.837, 4.622, -2.638], [-3.830, -0.306, 3.711], [7.870, 2.483, 5.677], [4.005, -0.336, -6.670], [0.653, 0.258, 5.179], [6.657, -4.370, -0.192], [4.088, 4.212, 1.781], [6.859, 4.796, 0.375], [0.388, -0.121, 3.110], [-6.031, -2.319, -1.052], [4.223, 1.083, -8.285], [4.100, -3.087, -2.341], [-0.861, 1.862, 1.101], [1.582, -0.166, -0.817], [1.408, -1.492, 0.734], [6.202, 5.735, -0.978], [8.142, 3.829, 4.464], [-2.793, 0.828, 0.083], [1.478, -2.208, -0.952], [-1.731, 1.549, 3.406], [0.898, -5.454, -3.376], [4.202, 1.408, -1.715], [-3.899, 2.091, 2.583], [0.655, 4.284, 2.830], [4.662, -4.227, -0.735], [5.915, 3.795, 3.370], [5.529, 3.797, -0.813], [-5.162, -2.421, -0.391], [0.078, 4.108, 3.768], [-1.048, -0.100, 2.926], [2.410, 0.184, -3.615], [1.438, -3.970, -4.659], [6.597, -1.124, 1.902], [-2.141, 0.922, -1.462], [-2.742, 3.173, 1.880], [2.322, -7.087, -3.161], [0.769, 0.778, 4.224], [-3.964, 3.730, 4.487], [-3.055, 5.193, -0.532], [0.113, -5.718, -4.046], [2.919, -0.641, 4.510], [-3.088, -2.895, -3.302], [7.632, -2.309, 2.673], [0.609, 4.811, 0.137], [-3.156, 2.851, 2.820], [4.103, 5.156, 2.181], [-3.509, 0.824, -6.881], [3.827, -3.900, -1.834], [4.430, -3.619, 0.134], [5.767, -5.512, -2.663], [6.111, -4.258, -1.117], [0.167, 0.680, -2.041], [6.532, 4.720, -0.679], [-0.307, -3.688, -3.011], [-5.624, -4.451, 0.304], [4.632, 3.241, 2.794], [4.402, -5.237, -0.433], [2.964, -1.506, -0.177], [6.640, -1.280, 3.721], [-7.154, 2.101, 1.483], [-7.776, 0.461, -2.092], [4.545, 0.871, -7.266], [6.392, 2.774, 4.284], [-5.306, 0.930, -7.201], [-4.733, 4.850, 2.898], [6.281, -3.327, -1.641], [-8.530, -1.084, -1.858], [4.582, -0.516, -5.359], [-5.133, 0.031, 2.105], [-2.167, 0.241, -0.580], [4.857, -2.265, 5.171], [4.274, 1.802, -6.704], [3.726, 1.650, 1.646], [-1.005, 4.183, 1.328], [-1.481, -3.232, 4.514], [-2.836, 4.751, 3.632], [-6.430, 2.071, 0.633], [-3.207, 3.209, -2.023], [0.434, 5.555, 0.729], [-1.930, -2.154, -4.311], [-8.128, 2.401, 1.082], [1.269, 3.089, 2.279], [-8.029, 1.680, 4.111], [-0.791, -4.276, -0.240], [-4.179, -0.718, 2.782], [-6.944, 2.991, 2.064], [4.035, -2.424, 4.445], [1.842, -1.445, -0.241], [4.670, 1.873, 2.167], [-4.671, 0.835, -5.052], [-3.855, -5.427, 4.738], [3.530, -2.305, -4.955], [2.086, 3.472, 1.941], [-3.040, -5.171, 4.299], [5.495, 1.813, 1.383], [2.362, 4.370, -2.015], [4.427, -1.094, 2.678], [-1.351, -4.315, 2.498], [-4.267, 5.509, -1.765], [-7.554, -0.639, -2.097], [4.758, 0.481, -4.985], [3.909, 2.748, -2.248], [-3.516, 0.240, -4.236], [1.124, -3.914, -1.844], [-5.445, 0.005, -1.413], [-9.163, 1.702, 2.911], [5.617, -0.938, -5.415], [-0.413, 1.566, 0.256], [1.698, -6.557, -1.647], [-7.818, 0.054, 1.649], [7.403, 3.303, 5.126], [-6.312, -0.196, 3.887], [3.442, -3.966, 5.629], [-4.100, -3.633, 3.370], [-2.644, -0.694, -0.822], [-0.315, 4.882, 1.816], [0.559, 1.656, 0.578], [-7.420, 0.851, 2.363], [-1.676, -2.756, 3.711], [2.727, 3.418, -1.539], [-4.052, 4.892, -0.891], [-8.418, 1.182, 3.327], [-4.607, -0.362, -1.005], [5.659, 4.736, 3.845], [-4.746, 4.820, 1.916], [1.484, 4.991, 3.017], [-0.591, -5.070, -1.438], [1.733, -0.618, -4.999], [-2.298, -2.941, 1.831], [0.118, 1.701, 4.302], [-5.227, -0.026, -2.397], [2.646, -4.535, -3.545], [-7.164, -5.144, 0.360], [-3.916, 3.389, -1.166], [0.144, -4.051, 0.267], [1.417, -6.725, -2.683], [-2.697, -1.904, -3.599], [-5.798, 5.153, -0.363], [-4.551, -0.530, -6.615], [6.412, -5.393, -1.906], [4.253, -4.610, 4.161], [-0.016, -0.981, -1.849], [-3.643, -5.061, 2.307], [0.747, -7.583, -2.716], [5.424, -2.057, -3.481], [3.565, -3.898, 4.531], [4.802, 1.083, 2.878], [3.699, -1.406, -4.426], [1.798, -1.525, -3.449], [-7.056, -3.137, -0.497], [-1.337, -1.025, 3.173], [-6.172, -5.056, -1.146], [-5.618, 0.398, -4.655], [-3.756, -1.190, -4.205], [0.678, -1.135, 3.223], [-0.748, 0.209, -0.093], [-3.364, -4.428, 3.155], [-4.492, 0.563, -6.554], [0.845, 0.297, 2.205], [6.663, -1.770, 2.754], [6.712, 3.969, 2.611], [-2.394, -1.409, -2.730], [-1.539, -4.799, 0.299], [-4.985, 5.130, 0.106], [-5.823, -2.586, -2.092], [-3.726, 4.066, 3.491], [-5.515, 2.620, -5.358], [-5.295, 2.001, -1.479], [3.702, 2.707, -3.309], [3.382, 0.968, -1.382], [-1.294, -3.370, -0.559], [-2.585, 0.527, -4.700], [5.664, -2.706, 2.599], [-6.508, -0.897, -1.067], [-3.326, -0.776, 2.133], [-0.674, -0.439, 0.738], [4.478, -1.703, -3.230], [0.232, -0.099, -1.256], [-6.948, -0.620, -0.120], [5.956, 3.232, -2.769], [-5.663, 1.372, 3.617], [4.706, -0.821, -2.733], [0.313, -4.406, -2.375], [-6.124, 0.506, 3.065], [2.626, -3.982, 4.008], [-0.956, 5.710, 2.204], [1.867, 2.764, -1.561], [7.453, 4.502, -1.255], [2.868, 3.585, -0.430], [2.130, 1.135, 4.123], [2.758, -1.597, 5.782], [2.861, -1.615, 4.775], [-2.143, -3.603, 2.752], [-7.271, -1.017, -3.095], [2.331, -0.792, -4.079], [4.917, 1.547, -1.028], [4.433, -2.167, 2.957], [5.623, 0.810, -7.317], [3.619, -2.630, 2.368], [-2.163, 2.340, 3.732], [-4.959, 2.507, -3.863], [-6.505, -4.513, -0.291], [3.895, 3.161, 3.580], [1.894, -4.794, -4.209], [-5.169, 2.949, -1.658], [-4.632, -1.705, 2.969]], "mulliken_charge": [-0.663, -0.181, -0.783, 0.295, -1.460, -0.956, -0.313, 0.495, 0.554, 0.226, -0.377, 0.408, 0.355, -0.193, 0.123, 1.177, -0.296, 0.296, 0.217, -0.041, 1.573, -0.504, 0.345, 0.285, -0.237, -1.308, -0.020, 0.016, -0.326, -1.507, -0.630, 0.060, -0.931, -0.217, 0.406, 0.408, 0.510, -0.064, 0.309, 0.292, -0.145, -1.118, 0.447, -0.824, 0.473, 0.303, 0.662, 0.040, 0.354, 0.264, 0.332, 3.219, 0.292, 0.343, -0.145, -0.214, 0.348, -0.483, 0.306, -0.779, -0.422, 0.029, 0.577, 0.374, -0.080, 0.332, -1.442, 0.368, -0.722, -0.255, 0.397, -0.559, 0.198, 0.457, -0.592, 0.407, -0.116, 0.439, 0.232, -0.227, -0.347, 0.265, 0.183, 0.240, 0.266, -0.687, 0.555, 0.535, 1.446, 0.283, -0.147, -0.495, 0.422, 0.356, 1.793, -1.418, 0.903, 0.334, 0.384, -0.664, -0.563, 0.553, 0.525, -0.365, 0.655, 0.440, -1.979, 0.252, 0.730, -0.049, -0.848, 1.267, 0.263, 0.371, -0.074, 0.302, -0.296, -0.767, 0.395, 0.389, 0.396, -0.026, 0.205, -0.536, 0.966, -0.408, -0.797, -0.990, -0.722, -0.699, 0.452, 0.419, 0.281, -0.595, 0.496, -0.214, -0.158, -0.178, 0.227, 0.327, 1.630, 0.143, -1.674, -0.594, 0.289, 0.303, -0.612, 0.374, -0.296, 0.182, 0.325, 0.408, -1.457, 0.796, 0.008, -0.420, -0.424, -0.447, 0.370, -0.114, -0.366, 0.960, 2.228, -0.474, -1.414, -0.973, -0.757, 0.346, -0.152, 0.302, -0.572, 0.296, -0.832, 0.311, 0.185, 0.094, -0.232, -0.009, 0.746, -0.389, 1.489, -0.898, -0.109, -0.559, -2.535, -1.111, 0.556, 0.277, 0.036, 1.583, -0.978, 0.215, 0.337, 0.154, 0.314, -0.188, -0.640, 0.276, -0.246, 0.214, 0.326, -0.293, 0.332, 0.479, 0.334, -0.046, -0.732, 0.275, -0.562, 0.252, -0.697, -0.589, 0.378], "lumo_ev": 0.341, "multiplicity": 1, "total_charge": 0, "mol_weight_g_mol": 1174.7}

Tell me which of them is the most stable. Sure, it is 2).